No. 1
8
Properties=species:S:1:pos:R:3:forces:R:3 method="wB97M-V/def2-TZVPD" orbital_gap_ev="7.885 / 7.178" de_lowest_kcal_mol=177.7 lumo_energy_ev="-2.451 / -2.984" homo_ev="-10.34 / -10.16"
C 0.56087 0.40901 -0.57926 -2.3 1.6 3.0
C 0.25040 -0.94793 -0.64771 0.7 0.8 -0.9
N -0.56187 -1.29108 0.47246 -0.1 -1.7 0.1
N -0.79936 -0.34785 1.23368 -2.4 -1.4 3.1
N -0.41258 0.82069 0.87766 4.6 0.6 -6.3
O -0.48113 1.90399 1.39883 -0.6 0.1 0.9
O 0.59829 -1.73568 -1.50768 -0.3 -0.4 0.2
H 0.84539 1.18885 -1.24799 0.3 0.3 -0.1

No. 2
11
Properties=species:S:1:pos:R:3:forces:R:3 method="wB97M-V/def2-TZVPD" orbital_gap_ev=9.434 smiles=c1nc2occc2o1 de_lowest_kcal_mol=17.9 lumo_energy_ev=0.943 homo_ev=-8.49
C 0.62476 -1.91179 0.19249 -0.5 1.5 -0.3
C -0.66999 -1.61973 -0.14459 0.8 -0.2 -0.4
C -0.60620 -0.22014 -0.26216 0.2 1.4 0.5
C -0.56987 1.93767 -0.02733 -0.2 -1.7 -1.2
C 0.63300 0.23102 0.12923 -2.7 0.1 -1.4
H 1.08666 -2.82935 0.33663 0.9 -1.3 0.2
H -1.45592 -2.32457 -0.39961 0.3 0.2 0.3
H -1.06233 2.89435 -0.14844 0.5 0.0 0.2
N 0.64910 1.57423 0.23487 0.2 1.3 0.6
O -1.39128 0.86565 -0.41905 -0.2 0.8 0.7
O 1.44349 -0.77343 0.32425 0.7 -2.1 0.9

No. 3
10
Properties=species:S:1:pos:R:3:forces:R:3 method="wB97M-V/def2-TZVPD" orbital_gap_ev=10.603 de_lowest_kcal_mol=126.8 lumo_energy_ev=0.636 homo_ev=-9.97
C -0.64874 0.66609 2.46179 0.4 -0.4 -0.5
C -0.10169 0.19342 1.49238 0.1 0.0 0.3
C 0.36814 -0.24935 0.22120 -1.8 1.1 -2.4
C 1.23850 -0.94640 -0.45567 -1.3 0.8 -2.5
O 0.76084 -0.74147 -2.20604 0.9 -0.4 3.2
N -0.26806 0.02460 -2.18110 -0.7 0.5 -0.1
C -0.72560 0.45471 -1.09709 1.7 -1.1 1.5
H -1.11905 1.06879 3.33696 0.2 -0.1 -0.3
H 2.10194 -1.58734 -0.58897 -0.3 0.3 0.6
H -1.60628 1.11696 -0.98347 0.9 -0.6 0.2

No. 4
11
Properties=species:S:1:pos:R:3:forces:R:3 method="wB97M-V/def2-TZVPD" orbital_gap_ev=9.226 de_lowest_kcal_mol=57.0 lumo_energy_ev=0.935 homo_ev=-8.29
N 1.88176 -0.39592 -0.20149 -0.2 0.0 0.2
C 0.51793 -0.14353 -0.03162 -0.4 -0.2 -0.2
C -0.24955 0.90470 -0.40664 0.2 -0.2 0.0
N -1.56346 0.56078 -0.05812 -0.2 0.3 0.4
C -1.65634 -0.57599 0.63138 -0.6 0.9 0.1
N -0.33554 -1.05931 0.65707 -0.5 0.3 -0.2
H 2.28648 -0.90365 0.57408 -0.1 0.0 -0.1
H 2.43412 0.42842 -0.40828 -0.2 -0.2 0.0
H -0.01570 1.86506 -0.84404 0.1 -0.2 0.0
H -2.37982 1.10591 -0.27161 0.1 0.1 0.0
H -0.85761 -1.87264 0.25278 1.8 -1.0 -0.2

No. 5
15
Properties=species:S:1:pos:R:3:forces:R:3 method="wB97M-V/def2-TZVPD" orbital_gap_ev="8.852 / 7.471" s2=2.010 multiplicity=3 de_lowest_kcal_mol=0.0 lumo_energy_ev="-14.827 / -17.534" homo_ev="-23.68 / -25.00" charge=+3
O -1.60228 -1.09770 0.72422 5.6 -3.4 4.5
C -0.21479 -1.03351 0.16887 -1.0 3.8 0.9
C 0.48134 -0.22532 1.18602 -0.6 0.9 -0.2
Li 0.06326 -3.05506 0.43817 0.6 -1.7 0.1
Au -2.88586 -0.51509 -0.29394 -8.6 1.9 -8.3
H -0.16856 -0.54329 -0.81889 -0.2 -0.9 -0.3
H 0.70076 -0.78466 2.10803 -0.4 0.7 0.3
H 1.41097 0.21754 0.81096 -0.2 0.0 0.0
C -1.99395 0.17665 1.78572 -0.1 1.4 2.2
C -0.86156 1.05416 1.42366 3.0 -1.6 1.3
O -3.22204 0.77269 1.43098 1.6 0.0 -1.2
H -2.24903 -0.39240 2.68754 1.4 0.1 0.2
H -1.04852 1.82898 0.67141 0.1 -0.7 -0.6
H -0.44427 1.63102 2.25248 -0.2 -0.2 0.4
H -3.84089 0.86483 2.16452 -1.0 -0.4 0.6

No. 6
16
Properties=species:S:1:pos:R:3:forces:R:3 method="wB97M-V/def2-TZVPD" orbital_gap_ev="8.939 / 7.921" s2=2.054 multiplicity=3 de_lowest_kcal_mol=52.9 lumo_energy_ev="0.473 / -1.001" homo_ev="-8.47 / -8.92"
C 0.41941 -1.21255 -0.03966 -2.8 -4.3 1.3
C 0.35535 -2.59938 0.12525 3.4 1.5 -0.8
C -1.14707 2.19993 0.02942 -0.8 -1.1 0.3
C -0.80925 -0.48667 0.04410 2.6 5.7 -0.3
C -0.18896 1.31036 -0.00299 -3.1 -4.7 0.4
C 1.24749 1.05670 -0.01963 -1.3 -0.8 -4.1
N -1.99273 -0.73263 -0.04822 -3.1 -0.7 -0.1
N 1.46626 -0.40791 -0.06017 1.4 1.5 0.1
O -3.12003 -0.20700 -0.06934 1.2 -0.4 0.1
O 2.65177 -0.74638 -0.21745 0.8 -0.8 0.1
H -0.55951 -3.09799 0.27824 -0.9 -0.3 0.0
H 1.31554 -3.17064 0.05898 -1.1 0.5 0.2
H -0.85327 3.17337 0.00044 0.7 3.0 -0.1
H -2.25047 2.09535 0.15691 1.2 -0.7 -0.3
H 1.72948 1.33468 -0.98162 -0.3 0.4 0.6
H 1.73600 1.49074 0.74573 1.9 1.1 2.8

No. 7
86
Properties=species:S:1:pos:R:3:forces:R:3 method="wB97M-V/def2-TZVPD" orbital_gap_ev="6.336 / 7.157" s2=2.088 multiplicity=3 lumo_energy_ev="-9.749 / -8.926" homo_ev="-16.09 / -16.08" charge=+3
V -12.57128 10.79335 8.69439 0.5 -0.9 -0.7
C -14.21039 8.37415 11.71236 -1.0 1.0 1.3
C -15.69430 8.92778 11.63695 1.1 -0.3 0.1
C -15.75780 10.49111 11.52745 -3.2 -1.7 0.3
Sb -15.05147 11.45539 9.80691 -0.4 -0.3 -0.4
C -16.33995 10.74987 8.27303 -0.3 0.4 0.5
C -16.59133 11.58167 7.19003 0.2 -0.2 -0.1
C -17.26402 11.07007 6.10010 0.1 0.6 -1.3
C -17.72635 9.78649 6.05516 0.1 -0.2 0.9
C -17.60679 9.03085 7.20994 -1.3 0.0 -1.7
C -16.98234 9.50587 8.29779 2.2 -1.1 2.7
C -15.66744 13.45366 10.05201 0.5 0.0 0.2
C -16.97501 13.77758 9.77601 -1.0 1.8 0.9
C -17.50668 15.07147 10.14812 2.5 -2.0 -0.6
C -16.62719 16.02914 10.68695 -2.4 -0.9 -0.8
C -15.31927 15.67283 10.89982 1.8 0.0 -0.1
C -14.81602 14.39554 10.61579 -1.3 0.7 -0.4
Sb -13.08478 8.33739 9.93035 0.2 -0.2 -0.5
C -11.22376 7.62854 10.67463 -1.2 1.9 0.2
C -10.71059 8.47376 11.68116 1.2 -2.3 -1.0
C -9.50029 8.08538 12.23188 -0.7 0.7 0.0
C -8.90400 6.89610 11.87102 0.2 -0.9 -0.2
C -9.40517 6.10694 10.86651 -2.0 0.6 -2.1
C -10.58674 6.53140 10.17610 1.6 0.3 1.8
C -13.90052 6.70301 8.85157 -0.4 0.7 -0.7
C -14.60353 6.73261 7.62956 0.0 0.0 1.6
C -15.38669 5.65428 7.31334 0.7 -1.3 -0.9
C -15.40152 4.42996 8.03222 0.1 1.9 -0.3
C -14.71689 4.42652 9.20837 0.8 0.0 1.5
C -13.95853 5.56258 9.58902 0.6 -1.3 1.5
H -14.20051 7.33504 12.01209 -0.2 -0.4 0.1
H -13.72096 8.91652 12.57871 -0.1 -0.4 -1.2
H -16.14082 8.64124 12.62824 0.1 0.3 -1.1
H -16.25265 8.42468 10.81178 0.4 0.4 0.9
H -15.28504 10.91878 12.36291 0.9 0.6 1.1
H -16.88757 10.72078 11.72875 1.9 0.1 -0.9
H -16.31631 12.62675 7.12431 0.3 0.1 0.3
H -17.35715 11.67163 5.21196 -0.2 0.3 -0.1
H -18.20586 9.35305 5.20841 -0.3 0.0 -0.6
H -18.12407 8.11248 7.18714 -0.2 -1.2 0.4
H -16.81820 8.76440 9.15097 -0.4 1.4 -1.2
H -17.58034 13.01972 9.33432 -0.8 -0.2 -0.3
H -18.52076 15.29128 9.92916 -0.7 0.2 0.0
H -17.15733 16.97128 10.84505 1.1 0.1 0.4
H -14.55843 16.39437 11.17610 -0.3 0.2 0.4
H -13.78068 14.17611 10.70189 0.7 0.0 0.5
H -11.19009 9.37042 11.93940 -0.6 1.1 0.6
H -9.02386 8.74609 12.91505 0.4 0.2 0.7
H -8.04780 6.51794 12.37691 0.7 0.2 0.4
H -8.96767 5.23147 10.42099 0.6 -0.3 0.6
H -10.96446 6.08274 9.30590 -0.4 -1.0 -0.9
H -14.59150 7.60316 7.02505 -0.1 0.6 -0.6
H -15.81679 5.66750 6.33945 -0.7 0.0 -0.5
H -15.93273 3.58057 7.66484 -0.4 -0.3 -0.1
H -14.76709 3.58810 9.91573 0.2 0.2 -0.5
H -13.31034 5.52041 10.49099 -0.8 -0.3 -0.4
N -13.22281 12.18581 7.25692 -0.1 0.8 -1.7
C -12.91433 13.56623 7.68761 -0.4 -0.8 0.9
C -13.51752 14.68816 7.19484 1.6 -1.2 0.8
C -13.13654 15.93321 7.65631 1.5 0.3 1.4
C -12.11464 16.05787 8.60554 -1.1 -0.9 0.2
C -11.58234 14.86615 9.25064 -0.2 1.1 -1.2
C -10.50261 14.90837 10.18070 -1.0 -1.2 -1.4
C -10.01763 13.69460 10.60732 0.5 -0.1 0.9
C -10.63365 12.47947 10.18732 1.9 -0.4 0.7
N -11.49572 12.43420 9.21009 -1.3 -0.2 0.5
C -12.02164 13.59779 8.76631 0.2 2.1 -0.8
H -14.14826 12.17164 6.81430 -0.3 -0.2 0.7
H -12.68418 12.04022 6.39459 0.5 -0.2 0.2
H -14.09510 14.56194 6.34898 -1.7 0.1 -1.5
H -13.61003 16.78682 7.24241 -0.1 0.8 -0.3
H -11.81444 17.07081 8.89070 0.1 -0.5 0.1
H -10.08371 15.87698 10.36037 0.4 0.2 0.6
H -9.13859 13.71006 11.27052 -0.7 -0.4 -0.2
H -10.34454 11.45741 10.52923 0.2 1.2 0.2
S -11.19955 9.19241 7.09496 -0.2 0.2 0.5
C -9.58178 8.94621 7.60535 1.5 0.7 0.1
N -8.65882 8.35655 6.85522 -0.6 0.5 0.5
C -7.24755 8.32075 7.37482 -0.4 0.1 -1.2
C -7.14747 9.47712 8.34928 -0.5 0.4 0.2
S -8.83967 9.65256 9.02895 -0.5 -0.5 -0.1
H -8.98201 7.95974 5.98521 0.4 -0.2 -0.3
H -6.51186 8.45878 6.55902 -0.6 -0.2 0.2
H -7.09315 7.33640 7.80904 0.1 0.1 0.3
H -6.97713 10.48364 7.89479 0.5 -1.1 0.2
H -6.47080 9.19518 9.16134 0.0 0.5 -0.2

No. 8
72
Properties=species:S:1:pos:R:3:forces:R:3 method="wB97M-V/def2-TZVPD" orbital_gap_ev="6.192 / 6.553" s2=6.015 multiplicity=5 de_lowest_kcal_mol=0.0 lumo_energy_ev="4.270 / 4.269" homo_ev="-1.92 / -2.28" charge=-2
Fe 0.15322 0.18914 0.68009 0.0 0.2 0.1
O -0.35343 -1.79151 0.83405 0.0 0.0 -0.1
N 0.58349 -2.70370 0.66969 -0.1 0.0 0.0
C 0.16521 -3.96003 0.40950 0.0 0.0 0.1
C 1.05183 -4.99051 0.27157 -0.1 0.0 0.0
C 2.41446 -4.71588 0.38662 0.1 0.0 0.0
C 2.82268 -3.43053 0.62921 0.0 0.0 0.0
C 1.90258 -2.37573 0.76839 0.0 0.0 0.0
S 2.35518 -0.75585 1.07606 0.0 0.0 0.0
H -0.90606 -4.04233 0.31410 0.0 0.0 0.0
H 0.68013 -5.97929 0.04570 0.0 0.0 0.0
H 3.14694 -5.50380 0.26240 0.0 0.0 0.0
H 3.87001 -3.17530 0.70240 0.0 0.0 0.0
O -0.50096 3.94466 -0.85475 0.0 0.1 -0.1
C -0.37623 3.03810 -0.03964 0.1 0.0 0.1
O 0.12249 1.88423 -0.31029 0.0 -0.1 0.0
C -0.75292 3.33083 1.41472 -0.1 0.0 0.0
C -0.70479 4.67168 1.78637 0.0 0.0 0.0
C -0.95632 5.11774 3.08523 0.0 0.0 0.0
C -1.26134 4.13404 3.99629 0.0 0.0 0.0
O -1.57273 4.26768 5.34054 0.0 0.0 0.0
C -2.18558 3.01497 5.64807 0.0 0.0 0.0
O -1.66520 2.05387 4.75924 0.0 0.0 0.0
C -1.32008 2.80798 3.63746 0.1 0.0 0.0
C -1.09917 2.32445 2.35657 0.1 0.0 0.0
H -0.46556 5.37914 1.00361 0.0 0.0 0.0
H -0.91986 6.16385 3.35743 0.0 0.0 0.0
H -3.27044 3.10526 5.49524 0.0 0.0 0.0
H -1.94282 2.73871 6.67301 0.0 0.0 0.0
H -1.31468 0.31412 2.97510 0.0 0.0 0.0
C -1.29674 0.89536 2.04750 0.0 0.0 0.1
Ge -3.06128 0.59682 1.31267 -0.1 -0.1 -0.1
C -4.41481 1.49442 2.44957 0.1 0.0 0.0
C -4.33227 2.87771 2.64649 0.0 0.0 0.0
C -5.20397 3.53747 3.50348 0.0 0.0 0.0
C -6.18494 2.82594 4.18309 0.0 0.0 0.0
C -6.28700 1.45494 3.99490 0.0 0.0 0.0
C -5.40950 0.80048 3.13663 0.0 0.0 0.0
C -3.38753 1.22849 -0.50976 0.0 0.0 0.0
C -4.42716 2.11048 -0.80671 0.0 0.0 0.0
C -4.64626 2.53821 -2.11036 0.0 0.0 0.0
C -3.83372 2.07821 -3.13738 0.0 0.0 0.0
C -2.80764 1.18549 -2.86063 0.0 0.0 -0.1
C -2.58831 0.76879 -1.55650 0.0 -0.1 0.0
C -3.40186 -1.33480 1.37433 -0.1 0.0 0.1
C -3.60028 -2.08717 0.22021 0.0 0.0 -0.1
C -3.73741 -3.46923 0.28103 0.0 0.0 0.0
C -3.68980 -4.12024 1.50484 0.0 0.0 0.0
C -3.49624 -3.38347 2.66790 0.0 0.0 0.0
C -3.34908 -2.00625 2.59715 0.0 0.0 0.0
H -3.57716 3.45463 2.12195 0.0 0.0 0.0
H -5.11366 4.60944 3.63925 0.0 0.0 0.0
H -6.86663 3.33860 4.85245 0.0 0.0 0.0
H -7.05200 0.89075 4.51717 0.0 0.0 0.0
H -5.50120 -0.27240 3.00273 0.0 0.0 0.0
H -5.07267 2.47193 -0.01480 0.0 0.0 0.0
H -5.44945 3.23572 -2.32237 0.0 0.0 0.0
H -3.99978 2.41547 -4.15431 0.0 0.0 0.0
H -2.16844 0.80431 -3.64674 0.0 0.0 0.0
H -1.77716 0.07133 -1.36966 0.0 0.1 0.0
H -3.61731 -1.59741 -0.74844 0.0 0.0 0.1
H -3.85757 -4.03627 -0.63435 0.0 0.0 0.0
H -3.78767 -5.19910 1.55379 0.0 0.0 0.0
H -3.44016 -3.88621 3.62684 0.0 0.0 0.0
H -3.16716 -1.44702 3.50975 0.0 0.0 0.0
F 0.23039 -0.97200 -1.95118 0.0 0.0 0.0
As 0.10669 -2.27128 -3.10412 0.0 0.0 0.0
F -1.22192 -1.46282 -3.88307 0.0 0.0 0.0
F -0.01447 -3.58584 -4.24413 0.0 0.0 0.0
F 1.22619 -1.46443 -4.15514 0.0 0.0 0.0
F 1.42473 -3.08597 -2.31398 0.0 0.0 0.0
F -1.02416 -3.08928 -2.05729 0.0 0.0 0.0

Number 1: E_tot -391.3176 Ha. Number 2: E_tot -397.5042 Ha. Number 3: E_tot -322.0897 Ha. Number 4: E_tot -281.4992 Ha. Number 5: E_tot -448.7492 Ha. Number 6: E_tot -491.9396 Ha. Number 7: E_tot -3893.7031 Ha. Number 8: E_tot -8238.8205 Ha.